35
Properties=species:S:1:pos:R:3:mulliken_charge:R:1 method="wB97M-V/def2-TZVPD" e_lumo_ha=0.000 orbital_gap_ha=0.373 largest_force_ha_per_bohr=0.1517 smiles="N[C@@H](CCC(=O)O)C(=O)N[C@@H](CCC(=O)O)C(=O)O" de_lowest_kj_mol=392.59 homo_energy_ev=-10.16
C -0.117 -0.991 -2.692 0.35
O 0.094 -4.853 1.546 -0.59
H -1.482 -2.477 0.738 0.32
C -1.022 0.091 0.553 0.04
O 2.267 3.707 1.242 -0.42
H -1.731 2.138 1.904 0.38
H -0.298 1.900 -1.193 0.36
H 0.947 -4.658 -0.442 0.40
H -0.192 -3.735 -1.309 0.32
H 0.877 -0.186 -1.201 0.05
H 0.742 0.972 1.495 0.20
O 0.547 4.960 0.448 -0.55
C 0.062 3.414 2.253 -0.77
N 0.588 1.792 -0.528 -0.66
H -1.304 2.999 0.512 0.34
O 0.928 -0.961 -3.564 -0.47
H -1.787 -1.361 -0.545 0.68
N -0.907 -0.848 -0.348 -0.01
C 1.047 -2.377 -0.881 -0.82
O -1.935 -0.033 1.482 -0.76
O -1.260 -3.170 1.410 -0.50
C 0.410 -3.715 -0.369 -0.75
H -0.556 4.229 2.726 0.33
H 1.741 -2.050 -0.039 0.35
C -0.026 1.398 0.714 0.57
C -0.842 2.444 1.367 -0.97
H 2.477 3.884 0.269 0.48
H 0.804 -0.535 -4.375 0.34
C -0.298 -3.939 0.864 0.58
C 0.236 -1.141 -1.251 0.39
O -1.152 -0.465 -3.021 -0.57
H 0.996 2.768 -0.423 0.27
H 0.764 3.137 2.850 0.54
C 0.973 4.094 1.197 0.24
H 1.785 -2.759 -1.715 0.32


20
Properties=species:S:1:pos:R:3:mulliken_charge:R:1 method="wB97M-V/def2-TZVPD" e_lumo_ha=0.038 orbital_gap_ha=0.346 largest_force_ha_per_bohr=0.0412 smiles="CCC(=CN)CC" de_lowest_kj_mol=94.28 homo_energy_ev=-8.38
H 0.865 0.861 -1.920 0.29
H -1.047 0.390 -3.407 0.38
H -1.471 1.946 2.067 0.26
H 0.940 -2.270 0.664 0.30
H -1.924 0.482 0.294 0.29
H -1.586 1.246 -2.054 0.35
H -1.875 -0.495 -2.129 0.34
H 0.406 -1.421 2.123 0.27
H 0.612 -0.875 -1.964 0.32
C -0.900 0.757 0.565 -0.22
H 2.222 -0.164 -0.031 0.35
C 0.190 0.066 -1.608 -0.12
H 1.454 0.631 1.412 0.39
N -0.757 1.254 1.898 -0.55
H 2.113 -1.776 1.884 0.34
C 1.371 -0.143 0.649 -0.88
C 1.194 -1.483 1.374 -1.06
C -1.138 0.286 -2.323 -1.45
H -0.753 0.553 2.626 0.17
C 0.084 0.153 -0.121 0.22


28
Properties=species:S:1:pos:R:3:mulliken_charge:R:1 method="wB97M-V/def2-TZVPD" e_lumo_ha=0.017 orbital_gap_ha=0.365 largest_force_ha_per_bohr=0.0877 smiles="C[C@@H](O)[C@H](N)C(=O)N[C@@H](CO)C(=O)O" de_lowest_kj_mol=207.99 homo_energy_ev=-9.47
H -1.093 1.698 1.267 0.23
O 0.811 -2.019 -0.956 -0.68
H -2.754 1.984 0.758 0.46
C 1.045 -0.329 0.776 0.76
H 0.442 0.196 1.556 0.09
C -1.780 1.566 0.441 -0.52
H -1.744 -0.402 1.214 0.34
C -1.917 -0.070 0.202 0.39
C -3.358 -0.487 0.015 0.10
C 2.062 0.559 0.100 0.19
H -4.397 -1.806 -0.898 0.38
H 0.416 1.218 -0.850 0.47
H 2.424 -0.983 2.310 0.24
N -0.950 -0.768 -0.675 -0.14
H 3.335 0.880 -1.515 0.36
H 2.559 -0.839 -1.622 0.22
C 0.331 -1.127 -0.253 -0.06
H 2.500 -1.924 0.962 0.27
O -4.251 -0.092 0.709 -0.53
O -3.417 -1.507 -0.973 -0.48
H -0.423 2.488 -0.587 0.40
H 2.782 0.947 0.856 0.39
O -1.319 2.226 -0.764 -0.59
H -1.245 -1.152 -1.560 0.23
H 3.828 -0.498 -0.524 0.37
N 1.885 -1.349 1.532 -0.79
O 1.287 1.595 -0.554 -0.73
C 2.939 -0.006 -0.967 -1.39


83
Properties=species:S:1:pos:R:3:mulliken_charge:R:1 method="wB97M-V/def2-TZVPD" e_lumo_ha=-0.162 orbital_gap_ha=0.269 largest_force_ha_per_bohr=0.0567 de_lowest_kj_mol=0.00 homo_energy_ev=-11.73 total_charge=+1
C -1.446 1.844 0.939 0.80
C 1.402 -1.495 2.932 -0.81
H 5.086 2.493 -1.787 0.34
H 0.488 -2.664 -1.277 0.23
H -3.194 -4.071 -2.622 0.30
H -3.977 0.532 -5.809 0.49
C 4.925 0.183 0.552 -1.12
H -1.240 1.530 -6.282 0.19
H -0.335 -4.241 -1.564 0.39
H 0.640 -2.332 -3.774 0.11
H -3.127 -2.822 -6.912 0.45
H 2.790 0.848 -2.119 0.71
H -4.842 -0.678 -3.763 0.20
H -3.205 2.441 1.969 0.56
C -2.303 1.841 2.031 -0.82
C -0.605 2.186 -5.676 -1.22
C 0.352 -3.497 -1.976 -1.53
H -3.007 1.591 -4.744 0.06
H -4.309 -1.691 -6.217 0.30
C 0.718 -1.331 4.152 -0.73
O -0.581 2.821 -1.039 -0.45
H 2.794 1.495 2.385 0.27
H 1.323 -3.986 -2.091 0.45
H 1.499 -0.925 0.854 0.52
H -1.255 2.849 -5.094 0.36
N -0.366 1.024 0.858 0.61
H 5.902 0.598 0.836 0.36
C -0.099 -3.028 -3.347 -0.03
H -2.141 -0.553 -6.795 0.51
C -3.468 0.598 -4.830 -0.35
H 2.490 2.720 -5.043 0.39
Si 0.590 1.246 -4.562 0.54
C 4.675 2.890 -0.849 -1.08
C 1.853 2.573 -4.156 -0.83
H 0.350 -0.207 -2.438 -0.48
H 3.740 2.970 2.085 0.48
H 5.513 3.251 -0.235 0.35
C -0.379 -0.490 4.234 -0.72
H -0.031 2.818 -6.368 0.46
C -2.182 -2.209 -2.271 0.77
O -1.364 -2.371 -3.457 -0.17
Si 3.741 1.560 0.076 0.01
C 1.414 -0.055 -5.636 -1.13
C 3.005 2.277 1.644 -0.97
H -2.556 1.156 4.046 0.47
H 2.239 -2.190 2.864 0.47
H 2.076 2.837 1.465 0.28
H -4.034 -2.957 -1.513 0.43
H 2.340 -0.417 -5.173 0.34
H -1.019 1.047 -2.596 0.00
H -2.409 -1.135 -2.194 -0.47
H 0.773 -0.922 -5.827 0.25
H -0.938 -0.399 5.168 0.41
C -0.814 0.267 3.115 0.88
H 1.679 0.379 -6.610 0.40
H 5.077 -0.497 -0.297 0.36
C 0.996 -0.772 1.808 -0.67
H -1.637 -2.515 -1.358 0.58
C 2.454 0.781 -1.074 -1.02
C -1.947 1.104 3.145 -0.64
H 4.025 3.743 -1.084 0.32
H -3.978 0.512 -2.739 0.10
O -2.388 -0.354 -4.739 -0.17
C -0.059 0.161 1.902 0.65
H 4.541 -0.402 1.399 0.30
H 1.054 -1.890 5.026 0.40
Ga 0.644 1.394 -0.849 0.74
C -3.439 -3.018 -2.431 -1.62
H -1.038 -0.443 -3.637 -1.34
H -3.394 -2.829 -5.160 0.20
H -1.266 -1.703 -5.750 -0.21
C -2.227 -1.194 -5.901 0.04
O -2.796 3.053 -0.613 -0.57
H -0.158 -3.883 -4.034 0.46
H -4.039 -2.627 -3.256 0.22
C -1.697 2.636 -0.296 -0.12
H -5.290 1.038 -3.807 0.47
C -0.312 0.375 -3.112 1.73
H 2.454 -0.302 -0.854 0.57
H 1.344 3.527 -3.964 0.29
C -3.345 -2.189 -6.047 -1.28
C -4.448 0.343 -3.715 -1.06
H 2.510 2.364 -3.311 0.04